[1]
54
Properties=species:S:1:pos:R:3:forces:R:3 method="wB97M-V/def2-TZVPD" lumo_ha="-0.001 / -0.031" homo_energy_ha="-0.2929 / -0.3452" s_squared=2.005 spin_multiplicity=3
Pt -0.04510 0.68390 -0.10740 0.598 0.600 0.332
O 5.65540 -2.41610 0.08030 0.347 -0.156 0.036
C 4.47670 -1.78700 0.04140 -0.715 0.543 -0.052
C 4.32590 -0.41180 -0.15220 0.048 -0.254 0.002
C 3.05540 0.12180 -0.20530 0.480 0.113 -0.019
N 1.94150 -0.59940 -0.06940 -0.674 0.075 0.106
C 2.09170 -1.90350 0.13320 0.135 -0.206 -0.094
Br 0.55190 -2.98270 0.31340 0.309 -0.128 0.102
C 3.31570 -2.54280 0.19640 0.188 0.035 -0.012
H 6.39110 -1.80240 -0.05060 -0.205 -0.018 0.026
H 5.17950 0.24080 -0.25770 0.079 0.057 -0.043
H 2.92170 1.18200 -0.34720 -0.068 0.058 0.067
H 3.38410 -3.60530 0.35680 -0.054 -0.102 0.009
Br -5.17310 1.54780 -2.64010 0.074 -0.011 0.008
C -4.07370 1.87290 -1.13910 -0.100 0.135 -0.028
C -4.64300 2.23550 0.07200 0.303 -0.057 -0.021
C -3.79870 2.43940 1.15010 0.038 0.234 -0.344
C -2.43700 2.29320 0.96320 -0.121 0.229 0.051
N -1.90170 1.97040 -0.21540 -0.005 -0.365 0.137
C -2.69910 1.75660 -1.25750 -0.303 0.118 -0.243
H -5.71060 2.34120 0.17040 -0.132 -0.035 -0.003
H -4.19700 2.69430 2.11810 0.035 -0.009 0.104
H -1.74270 2.43090 1.77860 0.052 -0.068 0.065
H -2.23370 1.48370 -2.19660 -0.018 -0.034 0.070
C -0.03090 4.41950 0.28950 0.169 -0.118 -0.059
C 1.23450 3.56580 0.08220 0.092 0.759 -0.283
O 1.22780 2.31000 0.57860 -0.336 -1.023 0.016
C 1.52870 3.53130 -1.44960 -0.104 -0.025 -0.016
F 2.80640 3.26610 -1.74550 0.299 -0.065 0.041
F 1.20150 4.65800 -2.08900 0.013 0.276 -0.021
F 0.80790 2.54960 -2.03170 -0.195 -0.074 -0.097
C 2.39740 4.32600 0.78080 0.014 -0.125 -0.061
F 3.54510 3.64570 0.76920 0.226 -0.287 -0.008
F 2.09920 4.56060 2.06020 -0.198 -0.016 0.328
F 2.65300 5.51910 0.21970 -0.057 0.243 -0.264
H -0.80610 4.10990 -0.40410 -0.027 0.053 0.017
H 0.19060 5.47150 0.12710 -0.054 0.052 -0.032
H -0.37560 4.28560 1.30930 -0.012 -0.038 0.086
O -1.15890 -0.81810 -1.52140 0.174 0.096 -0.042
C -1.84820 -1.20720 -0.55660 -0.144 -0.129 -0.189
N -1.66100 -0.67670 0.63850 -0.293 -0.198 0.494
S -2.76410 -1.22680 1.75070 -0.010 0.360 -0.124
O -3.69570 -0.17220 2.04730 -0.128 -0.280 0.005
O -2.12370 -1.86050 2.85800 0.168 -0.302 -0.032
C -3.50710 -2.41050 0.62460 0.567 0.373 -0.174
C -4.48170 -3.35720 0.82510 -0.112 -0.024 0.176
C -4.83130 -4.16570 -0.25280 0.041 0.105 0.107
C -4.20110 -4.03150 -1.48270 0.029 0.044 -0.065
C -3.21470 -3.07420 -1.67280 0.085 0.212 0.211
C -2.88350 -2.25680 -0.60390 -0.280 -0.401 -0.176
H -4.94630 -3.47100 1.79160 -0.109 -0.051 0.081
H -5.60060 -4.91060 -0.12420 -0.065 -0.103 0.014
H -4.47780 -4.67980 -2.30050 -0.040 -0.062 -0.042
H -2.69330 -2.95710 -2.60960 -0.003 -0.009 -0.144

=====

[2]
34
Properties=species:S:1:pos:R:3:forces:R:3 method="wB97M-V/def2-TZVPD" lumo_ha="-0.355 / -0.355" homo_energy_ha="-0.5989 / -0.6056" charge=+2 s_squared=2.069 e_above_lowest_kj_mol=200.65 spin_multiplicity=3
I 0.27672 -0.85985 -4.08388 -0.653 1.530 0.777
I -0.24377 1.50098 -2.46249 0.869 -1.783 -1.186
V -0.01934 0.12349 0.41644 0.323 -3.106 0.889
P -2.20607 -0.17106 -0.11798 -3.087 -0.177 -0.061
C -3.16894 1.31999 0.28199 0.302 0.082 -0.105
C -2.80961 -0.67553 -1.73474 0.148 0.102 -0.333
H -3.89427 -0.76768 -1.68418 -0.007 -0.174 0.030
H -4.01138 -1.40717 0.79328 0.063 -0.125 0.149
H -2.34448 -1.61407 -2.03180 -0.158 -0.099 -0.036
H -2.50539 -2.37324 0.77819 -0.139 -0.050 0.133
H -2.91604 2.11041 -0.42702 -0.184 0.081 0.066
H -2.56190 0.08393 -2.47596 -0.223 -0.176 0.049
C -2.93846 -1.39675 1.00484 0.050 -0.134 -0.062
H -4.22205 1.04597 0.18025 0.038 0.166 0.044
H -2.73457 -1.14440 2.05038 -0.225 -0.043 -0.285
H -2.96844 1.66334 1.30263 -0.090 -0.071 -0.144
P 2.20762 -0.09102 -0.10892 2.820 0.023 0.038
C 3.12247 1.42645 0.30309 -0.342 0.107 -0.130
C 2.97845 -1.29780 1.01376 -0.122 -0.134 -0.072
H 2.40797 -1.51997 -2.01468 0.190 0.062 -0.054
H 3.92502 -0.63080 -1.67507 0.008 -0.042 0.044
H 2.55589 0.20151 -2.44879 0.161 -0.100 -0.048
C 2.83838 -0.56081 -1.72369 -0.209 0.001 -0.176
H 2.57871 -2.28784 0.78597 0.130 -0.051 0.129
H 4.05225 -1.27605 0.80852 -0.063 -0.092 0.120
H 4.18530 1.19085 0.20155 -0.068 0.153 0.054
H 2.90639 1.75740 1.32436 0.097 -0.057 -0.137
H 2.76385 -1.05447 2.05897 0.219 -0.032 -0.272
H 2.84158 2.21055 -0.40361 0.178 0.074 0.082
C -0.04831 2.00202 0.40583 -0.001 7.664 -1.088
O -0.05278 3.12891 0.09672 -0.007 -4.208 1.868
S 0.01584 -1.21006 2.27610 -0.017 0.488 -0.488
C -0.00054 -0.02305 3.46600 -0.044 2.735 5.454
N -0.01007 0.59565 4.50824 0.042 -2.615 -5.248

=====

[3]
137
Properties=species:S:1:pos:R:3:forces:R:3 method="wB97M-V/def2-TZVPD" lumo_ha="-0.002 / -0.002" homo_energy_ha="-0.3105 / -0.3410" s_squared=0.755 spin_multiplicity=2
C 1.87115 6.82531 -0.17849 1.314 0.312 -0.183
C 2.13434 5.38793 -0.91934 0.213 -0.377 -0.011
C 1.29775 4.11488 -0.22770 1.153 0.877 -0.556
C 1.64899 2.71858 -1.01044 -0.106 -0.180 -0.155
C 1.75198 2.81171 -2.63804 -0.073 -2.285 -0.524
N 0.64023 3.56597 -3.32881 0.314 -0.988 -0.726
N 3.13595 3.26347 -3.15129 -1.361 -0.489 -0.755
N 1.63189 1.35655 -3.14384 -0.193 0.571 0.744
C 1.88628 3.97277 1.29099 0.204 -0.116 0.778
C 0.76883 3.91086 2.48542 2.574 -0.531 2.378
C 0.48013 2.33028 2.86275 -0.205 0.814 -0.632
C 1.53054 4.53982 3.83755 -0.142 -0.131 0.106
N -0.45718 4.75549 2.28343 1.568 1.397 -1.273
O -0.28206 6.04904 2.59903 -0.396 -2.783 -0.498
C -1.16980 4.53307 0.98552 -3.200 0.660 -1.440
C -2.19438 3.21088 0.98296 0.653 1.019 -0.119
C -2.20565 5.83695 0.80710 0.240 -0.111 -0.560
C -0.27919 4.47975 -0.36659 -0.377 -0.393 -0.786
H 2.90205 7.42414 -0.24548 -2.257 -1.176 0.144
H 1.62771 6.74164 0.96322 0.170 0.126 -2.225
H 1.08923 7.47708 -0.75818 1.300 -1.384 1.313
H 3.27896 5.06115 -0.83701 -2.445 0.950 -0.364
H 1.83246 5.54602 -2.06183 0.768 -0.722 2.536
H 2.67508 2.22834 -0.64496 -2.031 1.345 -0.797
H 0.82835 1.88855 -0.76614 1.521 1.892 -0.473
H -0.31321 3.13384 -3.14036 1.785 0.591 0.098
H 0.77875 3.37100 -4.36626 -0.145 0.385 1.643
H 2.95443 3.50649 -4.16977 0.400 -0.313 1.588
H 3.75584 2.40095 -3.21679 -1.307 1.335 0.292
H 1.96300 0.73871 -2.37154 -0.766 0.320 -1.005
H 0.64537 1.16569 -3.42485 1.113 -0.140 0.796
H 2.65189 4.83512 1.60174 -1.810 -1.711 -1.095
H 2.52647 2.97010 1.39422 -1.462 2.117 -0.296
H 0.34093 1.75583 1.85192 0.090 0.780 2.092
H -0.49431 2.30774 3.51763 1.911 -0.274 -1.212
H 1.43286 1.89618 3.43370 -2.238 0.993 -1.252
H 2.32785 3.74056 4.22463 -1.742 1.800 -0.869
H 2.08812 5.55868 3.59486 -1.325 -2.238 0.524
H 0.71872 4.74230 4.68405 1.845 -0.482 -1.812
H -2.87380 3.30106 1.93169 1.256 -0.539 -1.862
H -2.84381 3.33996 -0.00954 1.396 -0.440 2.273
H -1.57736 2.21689 0.91475 -1.419 1.909 0.254
H -1.58017 6.78941 0.45890 -1.482 -2.076 0.932
H -2.98109 5.55766 -0.04191 1.658 0.587 1.657
H -2.81124 6.07266 1.78037 1.329 -0.498 -1.818
H -0.76391 3.64563 -1.07036 0.941 1.794 1.668
H -0.45256 5.49961 -0.96237 0.714 -2.210 1.401
C -2.99504 -0.36018 2.53311 0.812 -0.125 -1.138
C -2.06134 -0.33959 1.33383 5.033 0.019 -6.389
N -1.28671 -0.32254 0.33900 -6.057 -0.192 7.765
H -2.55547 0.20799 3.35760 -0.045 -0.036 -0.246
H -3.95609 0.08700 2.26497 0.344 -0.043 -0.037
H -3.16035 -1.39070 2.85917 0.179 0.140 -0.095
C -0.27294 -0.45283 6.15664 -0.519 -1.006 -0.532
C -0.89892 -1.66527 5.48685 -3.423 -6.679 -3.688
N -1.41814 -2.67106 4.93113 4.162 8.093 4.377
H -0.32686 0.41136 5.48875 -0.044 -0.195 0.017
H -0.80676 -0.22134 7.08236 0.015 -0.135 -0.186
H 0.77539 -0.65647 6.39146 -0.193 -0.095 -0.089
C -1.07942 -2.78770 -2.39639 -0.546 -0.988 -0.543
C -1.70540 -4.00014 -3.06619 -3.394 -6.635 -3.687
N -2.22462 -5.00593 -3.62191 4.122 8.057 4.437
H -1.13335 -1.92351 -3.06429 -0.059 -0.186 0.009
H -1.61324 -2.55621 -1.47068 0.068 -0.080 -0.154
H -0.03109 -2.99133 -2.16158 -0.209 -0.090 -0.063
C -7.08587 1.12700 3.68261 0.982 0.581 0.003
C -5.68176 1.70037 3.58152 7.502 3.105 -0.493
N -4.51695 2.17601 3.49776 -9.350 -3.713 0.744
H -7.65095 1.65837 4.45341 0.210 0.065 -0.124
H -7.60218 1.23441 2.72481 0.204 0.051 0.081
H -7.03748 0.06640 3.94412 0.161 0.343 -0.063
C -5.99411 -3.00975 1.32633 0.036 0.387 1.296
C -5.90305 -2.25793 2.64427 0.441 3.931 7.065
N -5.82745 -1.63418 3.73754 -0.489 -5.201 -8.726
H -4.99084 -3.19492 0.93267 -0.082 0.088 0.167
H -6.49964 -3.96737 1.47766 0.131 0.127 0.192
H -6.55873 -2.42001 0.59900 0.240 -0.163 0.539
C -0.43305 -5.84688 3.55218 0.175 -0.580 -1.174
C -0.23310 -6.55883 2.22416 1.068 -3.897 -7.221
N -0.06720 -7.14937 1.12245 -1.293 4.702 8.748
H -1.05655 -4.95991 3.40950 0.109 -0.158 -0.002
H -0.92372 -6.51640 4.26385 0.030 0.058 -0.180
H 0.53403 -5.54039 3.96013 -0.166 -0.069 -0.106
C -7.04431 -2.29910 -2.97072 -0.031 0.437 1.302
C -6.95325 -1.54727 -1.65278 0.447 4.107 6.874
N -6.87765 -0.92352 -0.55951 -0.725 -4.509 -9.015
H -6.04104 -2.48426 -3.36439 -0.126 0.108 0.134
H -7.54985 -3.25671 -2.81939 0.098 0.144 0.163
H -7.60893 -1.70935 -3.69805 0.153 -0.226 0.403
C 4.08306 -4.16134 3.90925 -0.949 -0.294 0.894
C 2.99487 -4.49540 4.91660 -5.889 -1.849 5.465
N 2.09216 -4.77244 5.75230 7.163 2.190 -6.632
H 5.02339 -3.95915 4.42955 -0.245 0.000 -0.062
H 4.22821 -5.00168 3.22496 -0.108 0.079 0.168
H 3.79821 -3.27731 3.33223 0.014 -0.180 0.218
C 0.96329 0.75979 -7.19005 -0.875 -0.272 0.813
C -0.12490 0.42573 -6.18271 -5.902 -1.817 5.520
N -1.02760 0.14869 -5.34701 7.211 2.242 -6.614
H 1.90362 0.96198 -6.66975 -0.233 -0.071 0.086
H 1.10845 -0.08055 -7.87434 -0.126 0.083 0.176
H 0.67844 1.64382 -7.76707 -0.072 -0.154 0.152
C 5.12267 -0.77603 0.51712 0.484 -0.698 0.930
C 5.68667 -1.55496 1.69426 3.063 -4.232 6.392
N 6.15458 -2.20119 2.67072 -3.706 5.185 -7.830
H 4.58438 -1.45163 -0.15343 0.100 -0.011 0.208
H 4.43378 -0.00621 0.87529 0.171 -0.130 0.047
H 5.93495 -0.29732 -0.03664 -0.114 -0.059 0.216
C -2.50893 -7.81695 -5.42855 -0.100 -0.609 -1.145
C -2.66027 -8.57265 -6.73870 -0.833 -4.182 -7.175
N -2.78573 -9.19955 -7.82557 1.004 5.017 8.682
H -2.10725 -6.81780 -5.61874 -0.117 -0.215 0.005
H -3.48167 -7.72234 -4.93832 0.158 -0.026 -0.166
H -1.82640 -8.35466 -4.76475 -0.109 0.034 -0.187
C 9.41197 0.95268 -1.57237 -1.157 0.363 0.433
C 8.04258 1.42869 -1.11557 -7.413 2.603 2.504
N 6.90662 1.82364 -0.73657 9.026 -3.165 -3.047
H 10.03410 0.71865 -0.70403 -0.204 0.087 -0.069
H 9.30827 0.05534 -2.18842 -0.050 0.206 0.075
H 9.90108 1.73393 -2.16060 -0.179 -0.121 0.126
C 10.21419 2.59637 -5.50369 0.219 -1.159 0.399
C 10.46348 1.18652 -4.99311 1.380 -7.731 2.739
N 10.67018 0.01696 -4.56954 -1.675 9.392 -3.365
H 9.71377 3.18899 -4.73285 0.073 -0.180 -0.068
H 11.16415 3.07367 -5.75916 -0.109 -0.184 0.079
H 9.58113 2.56367 -6.39462 0.105 -0.112 0.173
C -6.33782 1.51869 -4.25493 -0.497 -0.985 -0.532
C -6.96379 0.30625 -4.92473 -3.401 -6.406 -3.862
N -7.48302 -0.69955 -5.48044 4.157 8.280 4.214
H -6.39174 2.38288 -4.92282 -0.052 -0.235 0.022
H -6.87164 1.75018 -3.32921 0.016 -0.147 -0.163
H -5.28949 1.31505 -4.02011 -0.182 -0.085 -0.088
C -0.17286 -9.15909 6.27866 -1.126 0.379 0.372
C -1.54226 -8.68308 6.73546 -7.522 2.616 2.515
N -2.67822 -8.28813 7.11446 9.120 -3.168 -3.062
H 0.44926 -9.39312 7.14699 -0.196 0.090 -0.091
H -0.27656 -10.05643 5.66261 -0.101 0.164 0.115
H 0.31624 -8.37784 5.69042 -0.147 -0.059 0.132

=====

[4]
13
Properties=species:S:1:pos:R:3:forces:R:3 method="wB97M-V/def2-TZVPD" lumo_ha=0.140 homo_energy_ha=-0.1283 charge=-1 e_above_lowest_kj_mol=292.74 spin_multiplicity=1
C -2.88625 0.22449 0.65965 1.727 1.066 2.111
C 1.31584 1.56700 0.72783 -0.951 0.140 -3.260
C 1.29916 0.92338 1.85457 0.898 0.169 0.865
N -2.06808 0.19098 1.67096 -1.004 -1.279 -1.330
O -4.21673 -1.41474 -0.60628 -1.679 -0.256 -0.370
O -1.83805 -1.58670 -0.75703 1.650 -0.542 -0.454
S -2.97984 -0.67858 -0.92557 0.230 -0.193 0.982
H -3.64212 0.99659 0.76037 -0.352 0.298 -0.201
H 1.58554 2.58229 0.49484 0.725 0.258 0.510
H 0.91335 1.06306 -0.19756 0.044 0.510 1.182
H 0.78604 -0.00193 1.81138 -0.023 -0.988 0.592
H 1.85228 1.27427 2.72632 -0.656 -0.072 0.098
H -1.40817 -0.63015 1.63118 -0.608 0.887 -0.726